{"formula": "C5H10O3S", "method": "ωB97M-V with the def2-TZVPD basis set", "species": ["C", "C", "C", "C", "C", "O", "O", "O", "S", "H", "H", "H", "H", "H", "H", "H", "H", "H", "H"], "positions_angstrom": [[1.448, 0.546, -2.918], [2.286, 1.435, -2.580], [0.087, 0.152, 1.944], [-2.183, 0.088, 0.795], [-0.666, 0.176, 0.584], [0.548, -0.196, -3.048], [1.367, -1.076, -0.327], [-0.565, -2.514, 0.557], [-0.082, -1.269, -0.427], [2.438, 2.242, -3.258], [-0.049, -2.496, 1.357], [2.867, 1.484, -1.669], [1.057, -0.417, 1.699], [0.105, 1.213, 2.158], [-0.543, -0.620, 2.527], [-2.500, 0.678, 1.676], [-2.404, -0.934, 1.043], [-2.597, 0.385, -0.169], [-0.613, 1.124, 0.058]], "total_energy_ha": -820.3239, "homo_lumo_gap_ev": 10.062, "e_above_lowest_kcal_mol": 62.4, "e_homo_ev": -9.32}

=====

{"formula": "C21H24N2OS4Tl", "method": "ωB97M-V with the def2-TZVPD basis set", "species": ["Tl", "C", "C", "C", "C", "C", "C", "C", "N", "C", "C", "C", "C", "C", "C", "C", "N", "C", "C", "C", "C", "H", "H", "H", "H", "H", "H", "H", "H", "H", "H", "H", "H", "H", "H", "H", "H", "H", "H", "H", "H", "H", "H", "H", "H", "O", "C", "S", "C", "C", "S", "S", "S"], "positions_angstrom": [[-2.414, -2.414, 1.358], [4.994, -2.358, -0.054], [4.118, -1.105, -0.044], [4.468, -0.280, 1.203], [4.427, -0.286, -1.307], [2.634, -1.448, -0.020], [2.151, -2.753, -0.018], [0.782, -2.964, 0.027], [-0.112, -1.989, 0.077], [0.324, -0.722, 0.040], [1.686, -0.434, 0.000], [-0.722, 0.324, 0.040], [-0.434, 1.686, 0.000], [-1.448, 2.634, -0.020], [-2.753, 2.151, -0.018], [-2.965, 0.782, 0.027], [-1.989, -0.112, 0.077], [-1.105, 4.118, -0.044], [-2.358, 4.995, -0.054], [-0.280, 4.468, 1.203], [-0.286, 4.427, -1.306], [6.046, -2.067, -0.075], [4.798, -2.974, -0.934], [4.830, -2.963, 0.840], [5.532, -0.034, 1.203], [4.243, -0.845, 2.109], [3.902, 0.652, 1.238], [5.492, -0.047, -1.350], [3.868, 0.651, -1.322], [4.162, -0.852, -2.201], [2.810, -3.608, -0.048], [0.373, -3.971, 0.029], [2.009, 0.598, -0.021], [0.598, 2.009, -0.021], [-3.608, 2.810, -0.048], [-3.971, 0.373, 0.029], [-2.963, 4.830, 0.840], [-2.974, 4.799, -0.933], [-2.067, 6.046, -0.075], [-0.845, 4.243, 2.109], [-0.034, 5.532, 1.203], [0.652, 3.902, 1.238], [-0.851, 4.162, -2.201], [0.651, 3.868, -1.321], [-0.047, 5.492, -1.350], [-7.244, -7.245, 0.101], [-6.387, -6.387, 0.048], [-4.659, -6.712, 0.036], [-4.081, -5.039, -0.042], [-5.039, -4.081, -0.042], [-4.843, -2.360, -0.121], [-6.712, -4.659, 0.036], [-2.360, -4.843, -0.121]], "total_energy_ha": -2764.7414, "homo_lumo_gap_ev": 4.512, "total_charge": -1, "e_above_lowest_kcal_mol": 4.1, "e_homo_ev": -2.70}

=====

{"formula": "C26H38IN10PSiY", "method": "ωB97M-V with the def2-TZVPD basis set", "species": ["Y", "C", "C", "C", "C", "C", "C", "N", "N", "Si", "C", "C", "C", "H", "H", "H", "H", "H", "H", "H", "H", "H", "H", "H", "H", "H", "H", "H", "N", "C", "C", "N", "C", "C", "N", "C", "C", "N", "H", "H", "H", "H", "H", "H", "I", "C", "C", "C", "C", "C", "N", "H", "H", "H", "H", "C", "N", "C", "N", "C", "N", "C", "P", "C", "C", "H", "H", "H", "H", "H", "H", "H", "H", "H", "H", "H", "H", "H"], "positions_angstrom": [[-0.198, 1.028, -0.370], [-1.589, 1.424, 3.585], [-0.148, 1.612, 3.206], [0.759, 2.068, 4.139], [2.104, 2.169, 3.790], [2.517, 1.776, 2.537], [1.568, 1.299, 1.624], [0.239, 1.269, 1.957], [1.827, 0.825, 0.365], [3.347, 0.016, -0.008], [2.884, -0.893, -1.620], [3.669, -1.207, 1.409], [4.858, 1.087, -0.270], [-1.650, 0.859, 4.515], [-2.132, 0.880, 2.814], [-2.079, 2.382, 3.765], [0.419, 2.327, 5.132], [2.824, 2.541, 4.508], [3.555, 1.840, 2.241], [1.797, -0.950, -1.757], [3.293, -1.906, -1.650], [3.296, -0.370, -2.486], [2.783, -1.347, 2.033], [4.459, -0.830, 2.061], [4.006, -2.180, 1.044], [4.718, 1.820, -1.066], [5.707, 0.456, -0.547], [5.146, 1.627, 0.634], [0.157, 3.182, -4.297], [0.336, 1.979, -4.929], [0.356, 1.042, -3.942], [0.204, 1.654, -2.722], [0.091, 2.956, -2.972], [-0.074, 3.899, -1.887], [-0.244, 3.468, -0.642], [-0.327, 4.585, 0.149], [-0.212, 5.698, -0.629], [-0.058, 5.246, -1.911], [0.096, 4.068, -4.775], [0.425, 1.886, -5.997], [0.490, -0.022, -4.037], [-0.437, 4.525, 1.219], [-0.235, 6.744, -0.376], [0.089, 5.846, -2.709], [-2.786, -0.259, -2.386], [-3.658, 0.890, -0.833], [-5.029, 0.975, -0.731], [-5.541, 1.800, 0.264], [-4.660, 2.496, 1.079], [-3.302, 2.337, 0.883], [-2.787, 1.527, -0.056], [-5.678, 0.434, -1.405], [-6.611, 1.905, 0.379], [-5.024, 3.153, 1.856], [-2.584, 2.882, 1.481], [0.734, -5.079, -0.618], [0.543, -4.528, 0.803], [-0.850, -4.952, 1.290], [-1.845, -4.503, 0.382], [-1.620, -5.056, -0.951], [-0.317, -4.641, -1.464], [-0.261, -3.228, -1.794], [-0.531, -2.149, -0.278], [0.688, -3.043, 0.833], [-2.043, -3.062, 0.372], [0.741, -6.166, -0.537], [1.702, -4.733, -0.979], [1.250, -4.945, 1.413], [-0.997, -4.536, 2.286], [-0.850, -6.040, 1.348], [-2.402, -4.709, -1.624], [-1.662, -6.145, -0.904], [-1.035, -3.006, -2.530], [0.705, -2.990, -2.243], [0.529, -2.698, 1.856], [1.701, -2.771, 0.538], [-2.911, -2.829, -0.245], [-2.244, -2.711, 1.386]], "total_energy_ha": -2527.3616, "homo_lumo_gap_ev": 7.685, "total_charge": 3, "e_above_lowest_kcal_mol": 0.2, "e_homo_ev": -15.22}

=====

{"formula": "C32H37BClO2PRhSeSi", "method": "ωB97M-V with the def2-TZVPD basis set", "species": ["Rh", "Cl", "C", "C", "C", "C", "C", "C", "P", "C", "C", "C", "C", "C", "C", "C", "C", "C", "C", "C", "C", "H", "H", "H", "H", "H", "H", "H", "H", "H", "H", "H", "H", "H", "H", "C", "Si", "C", "C", "Se", "H", "H", "H", "H", "H", "H", "H", "H", "H", "O", "B", "O", "C", "C", "C", "C", "C", "C", "H", "H", "H", "H", "C", "C", "C", "C", "C", "H", "H", "H", "H", "H", "H", "H", "H", "H", "H"], "positions_angstrom": [[-0.829, 0.406, -0.980], [1.674, 1.295, -2.319], [2.752, 0.336, -1.343], [4.104, 0.463, -1.649], [5.044, -0.299, -0.982], [4.628, -1.208, -0.017], [3.282, -1.314, 0.280], [2.309, -0.525, -0.344], [0.532, -0.730, 0.148], [0.567, -0.547, 1.977], [-0.652, -0.797, 2.609], [-0.770, -0.727, 3.988], [0.332, -0.381, 4.762], [1.538, -0.097, 4.140], [1.654, -0.180, 2.758], [0.492, -2.578, 0.020], [0.362, -3.448, 1.099], [0.315, -4.824, 0.900], [0.411, -5.348, -0.379], [0.559, -4.488, -1.461], [0.595, -3.119, -1.264], [4.401, 1.168, -2.413], [6.093, -0.190, -1.225], [5.346, -1.835, 0.496], [2.959, -2.036, 1.022], [-1.521, -1.033, 2.001], [-1.726, -0.928, 4.457], [0.243, -0.313, 5.839], [2.396, 0.202, 4.731], [2.594, 0.081, 2.291], [0.290, -3.061, 2.106], [0.201, -5.484, 1.751], [0.370, -6.419, -0.534], [0.628, -4.885, -2.466], [0.665, -2.452, -2.114], [-3.063, -3.957, -2.969], [-3.170, -2.255, -2.164], [-3.107, -2.517, -0.303], [-4.880, -1.569, -2.564], [-1.585, -0.897, -2.993], [-3.948, -4.559, -2.740], [-2.181, -4.490, -2.607], [-2.980, -3.863, -4.054], [-4.062, -2.919, 0.053], [-2.909, -1.569, 0.201], [-2.314, -3.218, -0.032], [-5.669, -2.264, -2.257], [-4.979, -1.377, -3.635], [-5.035, -0.621, -2.043], [0.484, 3.776, -0.561], [0.269, 2.626, 0.256], [1.519, 2.290, 0.867], [2.439, 3.149, 0.361], [3.796, 3.180, 0.582], [4.528, 4.163, -0.090], [3.906, 5.065, -0.942], [2.525, 5.021, -1.163], [1.816, 4.049, -0.499], [4.271, 2.459, 1.235], [5.600, 4.217, 0.051], [4.500, 5.813, -1.452], [2.032, 5.707, -1.838], [-3.514, 1.598, 0.553], [-2.374, 2.565, 0.217], [-2.538, 3.829, 1.069], [-2.479, 2.941, -1.268], [-1.024, 1.889, 0.511], [-4.487, 2.086, 0.433], [-3.428, 1.253, 1.588], [-3.485, 0.718, -0.095], [-3.493, 4.325, 0.863], [-1.733, 4.538, 0.865], [-2.507, 3.574, 2.132], [-3.484, 3.305, -1.505], [-2.304, 2.075, -1.922], [-1.754, 3.709, -1.535], [-1.039, 1.446, 1.512]], "total_energy_ha": -5020.1948, "homo_lumo_gap_ev": [6.429, 6.429], "total_charge": -1, "e_above_lowest_kcal_mol": 4.8, "e_homo_ev": [-3.78, -3.78]}

=====

{"formula": "C38H36Cl4N5O3PRe", "method": "ωB97M-V with the def2-TZVPD basis set", "species": ["Re", "O", "N", "C", "C", "C", "C", "C", "C", "C", "P", "C", "C", "C", "C", "C", "C", "C", "C", "C", "C", "C", "C", "H", "H", "H", "H", "H", "H", "H", "H", "H", "H", "H", "H", "H", "H", "H", "H", "Cl", "C", "C", "Cl", "C", "Cl", "C", "O", "C", "O", "C", "Cl", "C", "C", "C", "C", "N", "C", "C", "H", "H", "H", "H", "H", "H", "H", "C", "C", "N", "C", "N", "C", "C", "C", "N", "C", "H", "H", "H", "H", "H", "H", "H", "H", "H", "H", "H", "H", "H"], "positions_angstrom": [[0.388, 0.854, -0.176], [0.791, 3.581, -1.033], [0.553, 2.350, -1.609], [0.417, 2.452, -2.888], [0.035, 1.462, -3.859], [-0.026, 1.902, -5.193], [-0.412, 1.056, -6.213], [-0.745, -0.262, -5.928], [-0.684, -0.716, -4.623], [-0.292, 0.123, -3.582], [-0.281, -0.640, -1.927], [0.926, -1.996, -2.130], [1.868, -1.955, -3.159], [2.717, -3.028, -3.369], [2.635, -4.150, -2.559], [1.755, -4.166, -1.488], [0.921, -3.086, -1.261], [-1.969, -1.347, -1.883], [-2.974, -0.472, -2.310], [-4.303, -0.847, -2.272], [-4.657, -2.094, -1.783], [-3.670, -2.969, -1.362], [-2.333, -2.603, -1.411], [1.415, 3.440, -0.270], [0.577, 3.452, -3.289], [0.229, 2.928, -5.412], [-0.458, 1.421, -7.226], [-1.061, -0.929, -6.714], [-0.941, -1.742, -4.397], [1.928, -1.089, -3.800], [3.433, -2.991, -4.175], [3.259, -5.007, -2.758], [1.708, -5.029, -0.839], [0.260, -3.086, -0.408], [-2.707, 0.504, -2.691], [-5.052, -0.163, -2.635], [-5.694, -2.380, -1.722], [-3.938, -3.946, -0.993], [-1.591, -3.323, -1.109], [3.341, 6.169, 3.591], [2.875, 4.538, 3.451], [2.781, 3.734, 4.610], [3.191, 4.409, 6.131], [2.349, 2.427, 4.509], [2.229, 1.437, 5.891], [1.953, 1.844, 3.249], [1.480, 0.707, 3.140], [2.131, 2.682, 2.044], [1.844, 2.187, 0.890], [2.577, 4.004, 2.197], [2.740, 5.015, 0.804], [-4.724, 3.893, 2.304], [-3.562, 3.215, 1.684], [-2.252, 3.636, 1.900], [-1.199, 2.957, 1.323], [-1.368, 1.885, 0.540], [-2.624, 1.485, 0.300], [-3.725, 2.111, 0.843], [-4.401, 4.674, 2.987], [-5.327, 3.163, 2.845], [-5.360, 4.331, 1.533], [-2.045, 4.497, 2.515], [-0.192, 3.299, 1.510], [-2.750, 0.637, -0.358], [-4.710, 1.739, 0.615], [3.670, -2.228, 2.654], [3.808, -1.482, 1.333], [2.520, -0.904, 0.972], [1.350, -1.379, 1.475], [0.258, -0.667, 1.206], [-0.988, -0.982, 1.889], [-0.829, -2.010, 3.001], [0.057, -3.135, 2.495], [1.328, -2.560, 2.104], [2.551, -3.243, 2.477], [3.408, -1.529, 3.453], [4.600, -2.731, 2.911], [4.120, -2.174, 0.541], [4.546, -0.682, 1.407], [2.532, 0.104, 0.842], [-1.711, -1.331, 1.138], [-1.364, -0.050, 2.324], [-1.805, -2.381, 3.302], [-0.347, -1.548, 3.863], [-0.401, -3.642, 1.637], [0.225, -3.880, 3.271], [2.819, -3.972, 1.702], [2.377, -3.784, 3.409]], "total_energy_ha": -4228.9865, "homo_lumo_gap_ev": [4.504, 5.009], "s2": 0.82, "multiplicity": 2, "total_charge": 2, "e_above_lowest_kcal_mol": 64.2, "e_homo_ev": [-12.34, -12.84]}

=====

{"formula": "C28H50B2ClN5O7", "method": "ωB97M-V with the def2-TZVPD basis set", "species": ["C", "C", "B", "O", "C", "C", "N", "B", "O", "O", "C", "Cl", "C", "N", "N", "C", "C", "O", "C", "C", "O", "H", "H", "H", "H", "H", "H", "H", "H", "H", "H", "H", "H", "H", "H", "C", "C", "C", "C", "C", "C", "N", "O", "C", "C", "C", "H", "H", "H", "H", "H", "H", "H", "H", "H", "H", "H", "H", "H", "H", "H", "H", "H", "H", "C", "C", "C", "C", "C", "C", "N", "O", "C", "C", "C", "H", "H", "H", "H", "H", "H", "H", "H", "H", "H", "H", "H", "H", "H", "H", "H", "H", "H"], "positions_angstrom": [[0.759, -4.863, 2.338], [0.206, -6.017, 1.351], [0.704, -5.911, -0.192], [1.477, -7.039, -0.737], [0.397, -4.689, -1.238], [0.044, -5.411, -2.656], [-0.321, -5.934, -3.693], [-0.933, -3.792, -0.876], [-1.760, -3.346, -2.000], [-1.333, -3.369, 0.444], [1.733, -3.753, -1.513], [2.945, -4.210, -0.204], [2.336, -4.255, -2.909], [2.775, -4.288, -4.045], [1.275, -2.339, -1.489], [1.812, -1.545, -0.358], [3.244, -0.837, -0.259], [1.063, -1.453, 0.675], [1.332, -1.651, -2.801], [2.612, -0.993, -3.502], [0.225, -1.532, -3.427], [0.010, -4.748, 3.219], [1.795, -5.079, 2.779], [0.860, -3.886, 1.728], [-0.939, -6.139, 1.352], [0.624, -7.023, 1.764], [2.409, -6.988, -0.418], [-2.484, -4.008, -2.158], [-1.997, -3.991, 0.841], [3.625, -0.740, 0.822], [3.271, 0.220, -0.742], [3.995, -1.499, -0.850], [3.571, -1.620, -3.298], [2.426, -0.918, -4.640], [2.810, 0.043, -3.054], [0.051, 5.238, -2.081], [1.459, 4.758, -1.654], [2.456, 5.937, -1.686], [2.875, 6.340, -3.094], [3.395, 5.134, -3.873], [2.403, 3.950, -3.884], [1.886, 3.614, -2.518], [2.885, 2.953, -1.854], [1.230, 4.280, -4.841], [3.086, 2.735, -4.568], [1.248, 4.348, -0.169], [0.022, 5.734, -3.047], [-0.656, 4.404, -2.102], [-0.339, 5.975, -1.371], [3.360, 5.674, -1.122], [2.028, 6.807, -1.178], [2.038, 6.808, -3.621], [3.662, 7.101, -3.038], [3.625, 5.443, -4.899], [4.349, 4.820, -3.431], [0.398, 3.582, -4.705], [1.543, 4.204, -5.888], [0.855, 5.297, -4.740], [4.017, 2.440, -4.073], [3.355, 2.967, -5.603], [2.417, 1.870, -4.587], [0.563, 3.498, -0.087], [0.816, 5.174, 0.404], [2.183, 4.084, 0.333], [-1.789, -1.806, 3.498], [-2.571, -0.627, 2.869], [-2.039, 0.716, 3.413], [-2.482, 1.010, 4.840], [-4.000, 0.905, 4.971], [-4.556, -0.444, 4.462], [-4.037, -0.810, 3.106], [-4.697, -0.033, 2.192], [-4.218, -1.553, 5.490], [-6.109, -0.387, 4.502], [-2.185, -0.723, 1.365], [-1.787, -1.811, 4.585], [-2.184, -2.766, 3.152], [-0.732, -1.768, 3.211], [-2.381, 1.537, 2.771], [-0.945, 0.734, 3.367], [-1.986, 0.332, 5.541], [-2.165, 2.021, 5.120], [-4.279, 1.057, 6.020], [-4.455, 1.733, 4.413], [-4.384, -2.549, 5.069], [-4.851, -1.472, 6.380], [-3.200, -1.499, 5.873], [-6.517, 0.435, 3.908], [-6.468, -0.230, 5.524], [-6.545, -1.324, 4.141], [-2.555, -1.648, 0.921], [-1.098, -0.714, 1.242], [-2.566, 0.117, 0.777]], "total_energy_ha": -2407.0372, "homo_lumo_gap_ev": [8.083, 8.674], "s2": 2.01, "multiplicity": 3, "e_above_lowest_kcal_mol": 0.0, "e_homo_ev": [-8.75, -9.35]}